# 1
Below is a gas-phase ion, C5H9N2 (charge +1) in a non-equilibrium geometry, with properties calculated with ωB97M-V with the def2-TZVPD basis set.

energy above the lowest of the compared OMol25 structures with the same formula, charge and spin: 177.7 kcal/mol
HOMO: -12.91 eV
charge: +1
gap between HOMO and LUMO: 8.96 eV

Last column: natural (NBO) charge in e.
Element x y z (Å)
C: 2.284074 0.139475 -0.049874  -0.194
C: 3.302740 -0.581164 -0.305504  0.205
C: 1.085714 -0.944898 0.196267  -0.381
C: 0.246183 0.311651 0.454050  0.122
C: -2.092989 -0.338018 -0.127914  -0.464
N: 1.361991 1.223553 0.111981  -0.641
N: -0.919080 0.540796 -0.502554  -0.537
H: 0.955963 -1.528380 -0.631598  0.242
H: 1.154959 -1.666656 1.036374  0.268
H: -0.109647 0.492436 1.491600  0.233
H: -1.835352 -1.479092 -0.232975  0.257
H: -2.295668 -0.191977 1.000352  0.251
H: -2.948237 -0.092711 -0.897366  0.266
H: 1.682902 2.221962 0.377000  0.457
H: -1.150192 1.602174 -0.410288  0.459
H: -0.723368 0.290844 -1.509552  0.458

Force components x, y, z for each atom (eV/Å):
-2.502 0.688 0.713
1.207 -0.539 -0.187
1.476 1.014 2.516
1.137 2.026 0.025
-1.257 -1.182 0.161
1.087 0.087 -0.285
-0.681 0.628 0.056
-0.995 -1.079 -2.472
0.190 0.931 -0.219
-0.265 -0.487 -0.753
-0.125 2.353 -0.076
-0.196 0.066 -2.100
1.449 -0.465 2.048
-1.206 -2.514 -0.117
0.219 -2.314 -0.566
0.462 0.787 1.257



# 2
Below is a molecular structure, C41H47ClFN5O4PdTe, with properties calculated with ωB97M-V with the def2-TZVPD basis set.

energy above the lowest of the compared OMol25 structures with the same formula, charge and spin: 0.0 kcal/mol
HOMO (alpha / beta): -8.66 / -8.97 eV
charge: +1
gap between HOMO and LUMO (alpha / beta): 5.64 / 5.95 eV
spin multiplicity: 2

Last column: Löwdin spin population.
Element x y z (Å)
Pd: 0.814578 -1.456808 0.103382  0.120
C: -0.565433 4.524637 4.361080  0.000
C: 0.915999 4.262812 4.141206  0.000
N: 1.162402 3.366910 3.010421  -0.001
C: 1.370345 2.051056 3.252624  0.000
C: 1.548081 1.083333 2.319133  -0.001
C: 1.686864 -0.314703 2.884769  0.004
O: 2.008447 -0.412683 4.062693  0.006
O: 1.454187 -1.314869 2.113947  0.068
C: 1.549300 1.465031 0.938736  -0.002
O: 1.715758 0.710187 -0.030381  -0.020
C: 1.363579 2.905179 0.672605  -0.001
C: 1.344028 3.346612 -0.644994  0.000
C: 1.132724 4.665403 -0.929185  0.000
F: 1.158596 5.071577 -2.223251  0.000
C: 0.899030 5.601300 0.079659  0.000
C: 0.907984 5.161628 1.390891  0.000
C: 1.153758 3.822425 1.703916  0.000
N: 0.617794 6.980545 -0.162355  0.000
C: 1.537651 7.956867 0.407182  0.000
C: 0.710652 9.164129 0.876271  0.000
N: -0.593928 9.128385 0.119772  0.000
C: -0.332480 8.869432 -1.339719  0.000
C: 0.157147 7.413352 -1.475438  0.000
H: -0.707002 5.237286 5.175356  0.000
H: -1.078601 3.598212 4.621290  0.000
H: -1.040770 4.920608 3.462096  0.000
H: 1.350645 3.784887 5.015740  0.000
H: 1.475491 5.186963 3.987595  0.000
H: 1.380170 1.752168 4.293175  0.000
H: 1.504179 2.630887 -1.441525  0.000
H: 0.674422 5.871423 2.173664  0.000
H: 2.294231 8.267668 -0.323339  0.000
H: 2.062559 7.527877 1.254204  0.000
H: 1.186063 10.116349 0.653444  0.000
H: 0.463521 9.123242 1.934512  0.000
H: -1.134455 9.977968 0.270586  0.000
H: -1.123073 8.330369 0.479796  0.000
H: 0.413858 9.599118 -1.644474  0.000
H: -1.248893 9.050761 -1.894007  0.000
H: 0.931201 7.378434 -2.244181  0.000
H: -0.660280 6.770567 -1.794321  0.000
Cl: 6.030823 -0.308252 -1.336563  0.000
C: 5.007679 -1.411086 -0.480394  0.000
C: 5.527511 -2.305091 0.436981  0.001
C: 4.652364 -3.152137 1.093519  0.000
C: 3.300025 -3.067030 0.819220  0.001
N: 2.814475 -2.203782 -0.072164  0.007
C: 3.648534 -1.378937 -0.709500  0.001
H: 6.590838 -2.325950 0.635147  0.000
H: 5.006806 -3.860490 1.828913  0.000
H: 2.581709 -3.682405 1.341389  0.000
H: 3.220001 -0.677244 -1.409641  0.000
C: -3.103054 -0.030449 1.347584  0.007
C: -1.665037 0.223681 0.934443  0.015
O: -1.134528 1.294046 1.224402  0.022
N: -1.077829 -0.753671 0.189401  0.280
Te: -1.582130 -2.898450 0.330533  0.255
C: -2.541087 -4.826566 0.002904  0.116
C: -2.371317 -5.821321 0.974129  0.024
C: -1.475471 -5.707962 2.191607  0.002
C: -3.044898 -7.035368 0.811050  0.005
C: -3.881630 -7.276831 -0.262642  0.007
C: -4.616272 -8.583267 -0.405102  0.001
C: -4.048681 -6.266522 -1.207640  0.001
C: -3.403585 -5.046404 -1.089409  0.011
C: -3.629973 -4.009371 -2.160511  0.008
C: -0.471585 -2.942216 -1.498299  0.003
C: 0.493314 -3.966956 -1.636232  0.011
C: 0.765658 -5.002297 -0.578073  0.008
C: 1.200283 -4.070166 -2.830760  -0.002
C: 0.972552 -3.213918 -3.896338  0.008
C: 1.744418 -3.340245 -5.183098  0.002
C: -0.008414 -2.238847 -3.754806  -0.003
C: -0.748992 -2.083837 -2.590892  0.012
C: -1.811991 -1.014745 -2.600949  0.002
H: -3.496503 0.871815 1.809242  0.000
H: -3.140380 -0.851848 2.066799  0.004
H: -3.718922 -0.308364 0.491520  0.002
H: -1.126713 -4.701096 2.398303  0.000
H: -0.591405 -6.339495 2.070306  0.000
H: -2.000403 -6.061996 3.080131  0.000
H: -2.906591 -7.810382 1.559874  0.001
H: -4.312775 -9.295422 0.361278  0.000
H: -4.429360 -9.034049 -1.381277  0.000
H: -5.694431 -8.435394 -0.316485  0.000
H: -4.706707 -6.436428 -2.054893  0.000
H: -4.444572 -4.305028 -2.820554  0.000
H: -2.736692 -3.868089 -2.773748  0.001
H: -3.889526 -3.039702 -1.733418  0.005
H: 0.696833 -4.598410 0.432209  0.004
H: 1.757753 -5.431947 -0.716036  0.001
H: 0.033567 -5.810504 -0.642692  0.001
H: 1.950679 -4.848934 -2.924181  0.000
H: 2.451287 -4.168244 -5.144615  0.000
H: 2.304406 -2.426970 -5.395354  0.000
H: 1.069190 -3.508978 -6.024272  0.000
H: -0.220527 -1.576576 -4.588974  0.000
H: -2.148346 -0.856976 -3.625806  0.000
H: -1.426180 -0.075569 -2.205992  0.000
H: -2.674547 -1.273860 -1.992152  0.002

Force components x, y, z for each atom (eV/Å):
-0.187 0.418 -0.305
-0.057 0.005 0.022
-0.007 -0.064 -0.086
0.118 0.102 -0.052
-0.063 -0.017 0.029
0.055 0.207 0.074
0.075 -0.171 -0.093
-0.024 -0.040 -0.016
-0.137 0.137 0.242
-0.052 -0.125 -0.215
0.229 0.145 -0.124
0.001 -0.088 0.022
0.022 -0.100 -0.081
0.049 0.080 -0.001
0.010 -0.020 -0.002
-0.097 0.086 0.009
-0.059 0.064 0.052
-0.067 -0.054 0.215
0.114 0.017 0.021
0.005 -0.043 -0.054
-0.155 0.050 -0.077
0.125 -0.075 -0.061
-0.065 0.013 0.151
-0.055 0.049 0.085
-0.001 -0.024 -0.011
0.017 0.027 -0.020
0.012 -0.004 0.019
0.002 0.003 0.041
-0.002 0.007 -0.015
0.009 0.007 0.006
-0.002 0.008 0.043
0.006 -0.007 -0.040
0.007 0.018 -0.019
0.022 -0.031 0.011
0.022 0.020 0.018
0.008 -0.026 0.025
0.024 0.031 -0.029
-0.020 -0.010 0.003
0.027 0.000 -0.037
-0.019 -0.001 -0.018
0.029 0.024 -0.026
-0.003 -0.037 0.002
-0.009 -0.048 0.036
0.085 0.034 -0.071
0.095 -0.027 0.055
0.007 -0.066 -0.028
0.001 -0.060 0.013
-0.259 0.430 0.126
-0.075 -0.215 -0.173
-0.015 -0.010 -0.001
0.004 0.018 -0.018
-0.010 0.077 0.026
-0.044 0.041 0.036
-0.055 -0.001 -0.026
0.164 -0.514 -0.385
0.210 0.130 0.037
0.360 0.236 0.429
-0.211 -0.431 0.367
-0.318 -0.115 -0.249
0.011 0.008 -0.011
-0.044 -0.034 -0.046
0.026 -0.005 0.031
-0.051 -0.046 -0.016
0.020 0.013 -0.001
-0.013 -0.044 0.012
0.099 -0.036 -0.038
0.006 -0.016 0.057
0.033 -0.095 0.115
0.014 0.047 -0.106
-0.044 0.021 -0.035
0.046 -0.010 0.050
0.003 0.023 -0.055
-0.020 0.010 0.034
0.064 0.000 -0.071
0.049 0.122 0.094
0.017 -0.043 -0.015
-0.018 -0.009 -0.001
-0.019 0.014 0.006
0.014 -0.023 -0.004
-0.015 0.055 -0.019
-0.016 -0.003 -0.023
-0.010 -0.013 -0.040
-0.006 0.027 -0.019
0.009 0.014 -0.005
0.001 0.013 0.010
0.015 0.014 -0.005
0.015 0.003 0.028
0.010 -0.037 0.009
-0.007 -0.011 0.023
-0.004 -0.008 0.051
-0.014 0.046 0.023
-0.003 0.003 0.001
-0.012 -0.005 -0.010
-0.033 0.016 -0.009
-0.021 0.010 0.014
-0.022 -0.014 0.022
0.011 0.004 0.024
0.015 -0.034 0.013
-0.006 0.009 -0.004
0.033 -0.010 -0.005
0.020 -0.039 0.033



# 3
Below is 9 unconnected molecules or ions with the total composition C14H34F12N9O26S12 in a non-equilibrium geometry, with properties calculated with ωB97M-V with the def2-TZVPD basis set.

HOMO: -3.99 eV
charge: -3
gap between HOMO and LUMO: 4.97 eV

Last column: Löwdin charge in e.
Element x y z (Å)
C: -9.883030 -13.014610 21.870630  0.045
C: -11.203600 -13.343980 21.198790  -0.335
O: -11.275130 -14.094880 20.248710  0.135
N: -12.458500 -12.650350 21.781190  0.111
H: -12.936500 -13.270490 22.419200  0.171
H: -12.242110 -11.776600 22.239270  0.162
C: -13.464840 -12.240340 20.676910  0.060
H: -9.328190 -12.224230 21.365120  0.119
H: -9.348220 -13.963160 21.919090  0.104
H: -10.084810 -12.695240 22.893070  0.093
H: -14.373400 -11.927980 21.191740  0.114
H: -13.557500 -13.153760 20.089370  0.090
H: -12.988280 -11.369760 20.226260  0.115
C: -13.493990 -13.976850 10.504670  0.025
C: -12.471780 -13.918620 11.627320  -0.355
O: -11.387650 -13.324410 11.508310  0.159
N: -12.993190 -14.408460 12.941280  0.113
H: -13.952640 -14.097800 12.996450  0.169
H: -12.767910 -15.383990 12.808250  0.176
C: -12.255150 -13.924700 14.262040  0.081
H: -13.009480 -13.764800 9.551580  0.102
H: -14.262800 -13.206780 10.568220  0.111
H: -13.910430 -14.981610 10.576270  0.092
H: -11.192780 -14.078320 14.072650  0.106
H: -12.576420 -14.435160 15.169950  0.100
H: -12.497350 -12.878470 14.448710  0.113
C: -12.799210 -19.948920 20.838850  -0.089
C: -13.920150 -18.975600 20.315210  -0.205
C: -15.210740 -19.742020 20.135530  -0.173
N: -16.329620 -18.936620 19.588530  -0.281
C: -15.915910 -18.204750 18.273700  0.084
C: -16.849860 -18.044020 20.649650  -0.077
C: -18.373140 -17.952820 20.286020  -0.112
C: -18.798440 -19.303730 19.678800  -0.135
C: -17.465820 -19.988790 19.404580  -0.095
H: -11.784370 -19.553020 20.800350  0.077
H: -12.713850 -20.956670 20.432350  0.070
H: -12.900170 -20.103790 21.913060  0.077
H: -13.537650 -18.528950 19.397450  0.103
H: -13.835950 -18.200540 21.076990  0.122
H: -15.617440 -20.174930 21.049470  0.142
H: -14.955740 -20.472290 19.367550  0.139
H: -15.287710 -18.815220 17.625030  0.113
H: -15.356580 -17.383260 18.721370  0.101
H: -16.893150 -17.887510 17.909750  0.113
H: -16.319390 -17.093050 20.601180  0.145
H: -16.715560 -18.583490 21.587230  0.146
H: -18.431860 -17.177250 19.522390  0.116
H: -18.963750 -17.665190 21.155830  0.127
H: -19.571520 -19.196900 18.917840  0.125
H: -19.180540 -19.961480 20.459480  0.112
H: -17.403690 -20.181430 18.333540  0.124
H: -17.357650 -20.955290 19.896790  0.134
N: -20.668940 -6.335560 20.506000  -0.286
S: -21.847560 -5.463420 19.646590  0.567
O: -23.006190 -6.249940 19.323130  -0.302
O: -21.409370 -4.489880 18.675510  -0.296
F: -22.465000 -4.481420 20.786050  -0.226
S: -20.108470 -7.078840 19.346830  0.452
O: -19.219030 -6.430610 18.390400  -0.319
O: -21.061880 -8.126570 18.862390  -0.348
F: -18.960560 -8.072510 19.998250  -0.243
N: -1.198490 -12.648970 23.710560  -0.256
S: -0.947020 -13.844820 24.562730  0.408
O: -1.044590 -15.167190 23.889750  -0.344
O: -1.059960 -13.773000 26.039090  -0.322
F: 0.632910 -13.743310 24.425780  -0.239
S: -2.849120 -12.755890 24.013780  0.600
O: -3.274430 -12.157860 25.333860  -0.331
O: -3.417230 -14.008690 23.525580  -0.304
F: -3.428650 -11.681560 22.948420  -0.210
N: -16.955540 -13.642990 14.627610  -0.303
S: -17.717750 -12.682630 15.431670  0.431
O: -18.028800 -13.002640 16.859780  -0.328
O: -18.684080 -11.726120 14.773440  -0.300
F: -16.416020 -11.752590 15.728050  -0.244
S: -18.389800 -14.430790 14.089560  0.619
O: -19.151830 -13.917880 12.973170  -0.277
O: -19.175700 -15.080760 15.196240  -0.327
F: -17.640240 -15.782330 13.526420  -0.265
N: -11.607990 -8.634900 23.038400  -0.305
S: -11.877990 -7.993710 24.370760  0.448
O: -13.326770 -7.736570 24.712880  -0.347
O: -10.873840 -7.116180 24.998850  -0.321
F: -11.715880 -9.351060 25.161080  -0.232
S: -10.756690 -7.347190 22.279210  0.562
O: -9.321440 -7.395900 22.173740  -0.275
O: -11.435960 -6.083330 22.161740  -0.280
F: -11.197290 -7.961370 20.876670  -0.241
N: -5.989420 -10.660970 15.758250  -0.242
S: -5.589980 -11.791970 14.913830  0.369
O: -6.646240 -12.516060 14.203670  -0.338
O: -4.411050 -12.548940 15.254160  -0.298
F: -4.981280 -10.894140 13.698650  -0.243
S: -6.904350 -11.639690 16.775130  0.549
O: -6.327240 -12.850510 17.325900  -0.280
O: -8.346590 -11.454670 16.719500  -0.309
F: -6.568250 -10.668270 17.979800  -0.209
N: -14.874820 -15.085380 24.567270  -0.310
S: -16.351050 -14.635970 25.209250  0.623
O: -16.305940 -13.385420 25.969560  -0.289
O: -17.365110 -15.652170 25.618270  -0.312
F: -16.885510 -14.099000 23.735440  -0.258
S: -14.497340 -16.114990 25.591650  0.361
O: -15.073430 -17.428550 25.300420  -0.344
O: -14.375400 -15.718810 26.943870  -0.259
F: -13.013750 -16.353750 25.085410  -0.209

Force components x, y, z for each atom (eV/Å):
-1.331 -0.318 0.813
1.712 -0.997 -1.747
-1.169 1.709 2.139
-0.500 0.120 -1.822
-0.079 -0.345 0.637
0.580 0.276 0.762
0.868 -0.357 1.083
-0.054 -0.131 -0.237
0.289 0.277 -0.245
0.191 0.168 0.071
-0.013 -0.196 -0.191
-0.265 0.607 -0.373
-0.283 -0.324 -0.550
0.677 -0.688 0.500
3.348 5.118 -2.156
-3.718 -2.929 1.292
2.123 1.073 1.525
-0.896 -0.820 0.089
-1.107 -0.896 0.677
0.175 0.268 -0.849
0.226 -0.444 0.192
-0.160 -0.106 0.654
-0.526 0.085 -0.620
-0.125 0.218 0.104
-0.322 -0.621 -0.617
0.141 0.020 -0.569
0.134 -0.119 0.674
2.307 -0.714 0.966
1.158 0.624 -0.446
0.059 -2.337 -0.122
-1.179 -0.023 2.576
-1.741 0.116 -0.490
0.727 0.727 0.101
0.657 -0.154 2.119
-0.194 0.990 -3.418
-0.169 0.475 -0.497
-0.464 0.073 -0.530
-0.457 -0.015 0.106
-0.349 -0.122 -0.219
-0.982 0.258 -0.057
0.535 -0.260 -0.072
-0.381 -0.483 0.233
-0.446 -0.134 0.146
0.009 0.239 -0.808
0.503 0.209 -0.718
-0.168 -0.089 0.409
0.158 0.394 0.101
-0.427 0.148 0.116
0.063 0.142 -0.184
0.589 -0.167 -0.316
-0.754 0.430 0.126
0.131 -0.476 -0.071
0.629 0.586 0.477
-3.030 4.503 1.461
-2.299 1.456 0.642
0.823 0.319 0.302
0.368 -1.090 0.886
1.052 -0.810 0.207
3.676 -7.934 -5.761
-1.755 0.076 0.967
2.086 2.560 0.413
-1.031 0.980 0.865
-4.869 2.973 -0.977
6.822 -8.262 3.639
-1.017 2.130 1.676
-0.854 -0.129 -2.815
1.437 0.666 0.167
-4.050 2.985 0.676
1.215 -1.889 -4.049
0.445 2.004 1.130
0.935 -0.558 0.617
-0.906 -5.555 -4.923
-3.460 10.564 9.010
0.353 -0.261 -3.671
2.630 -3.421 1.159
-0.013 0.103 -0.575
-2.429 -4.793 0.728
1.856 -0.379 1.097
2.234 2.258 -2.755
0.189 1.078 -0.243
2.706 2.510 -3.476
-4.636 1.163 7.653
3.826 0.074 -1.572
-1.387 -1.056 -1.839
0.403 -1.015 1.112
-0.583 -0.670 -4.001
-1.163 -0.280 1.313
0.510 -0.565 1.562
0.290 -0.500 -0.844
-3.158 0.603 3.746
4.704 -4.144 -8.439
0.388 0.334 1.258
-0.904 0.198 0.311
-0.176 0.129 0.031
-1.511 2.705 5.344
-0.909 0.494 -1.902
1.514 -0.927 -1.173
-0.151 0.446 0.674
-3.264 2.757 -0.422
-3.477 3.010 -0.831
0.303 -2.597 -1.103
3.128 2.128 -1.246
0.189 -0.705 1.090
2.226 -6.729 0.744
0.391 1.210 0.673
-0.121 0.418 0.739
0.723 0.350 -0.038